Computed, not measured: 9 unconnected molecules or ions with the total composition C12H42N12O12, with the ωB97M-V functional and the def2-TZVPD basis.

```
78
C12H42N12O12 the ωB97M-V functional and the def2-TZVPD basis
N 2.178 -18.669 -0.824
H 10.188 -18.191 2.960
H 4.132 -22.359 4.633
C 8.505 -19.112 2.376
H 3.067 -16.198 5.392
H 3.799 -15.441 -0.002
C 3.889 -16.441 7.225
H 5.258 -17.596 2.459
C 5.574 -21.007 5.332
H 3.466 -18.361 4.346
H 2.836 -19.353 3.150
O 8.430 -19.886 3.337
C 3.401 -18.428 3.260
H 3.770 -21.272 5.970
N 6.509 -21.449 4.616
N 2.410 -12.631 4.670
H -0.265 -17.893 1.141
H 2.221 -19.002 0.128
H -0.680 -18.288 3.833
H 7.032 -19.788 1.190
H 4.170 -18.111 -3.077
H 1.726 -19.230 -1.532
H 2.583 -18.670 -3.019
O 1.897 -21.034 6.814
H 4.155 -18.732 0.814
O 0.074 -18.005 2.032
H -1.893 -17.787 2.693
C -1.041 -18.456 2.819
H -0.439 -20.513 2.713
H 0.150 -18.379 7.657
H 0.781 -15.173 4.378
H 1.077 -18.915 9.510
H 2.026 -19.088 6.385
N 9.443 -18.214 2.279
N 4.429 -21.686 5.325
N 3.672 -15.082 0.933
H 1.821 -17.371 2.795
N 3.403 -13.184 -0.083
O 0.740 -13.405 5.932
H 7.853 -18.416 0.598
H 2.009 -21.080 7.766
N 3.381 -18.348 -2.491
H 1.931 -16.281 7.211
O 3.744 -13.325 2.185
O -2.268 -20.323 3.417
H 3.768 -15.621 1.782
H 0.558 -19.757 5.751
N 2.752 -16.669 7.652
O 4.141 -17.664 -0.542
O 4.547 -19.295 1.485
N 3.877 -16.067 5.980
O 1.048 -19.701 8.960
H 7.096 -20.721 4.234
C 3.287 -18.112 -1.287
H 2.297 -14.503 3.556
H 4.728 -15.795 5.508
N 1.522 -14.509 4.204
C 4.749 -18.528 2.706
H -0.674 -19.903 7.789
H 5.400 -19.060 3.400
H 2.528 -11.772 5.186
O 4.916 -16.492 7.882
N 7.750 -19.093 1.341
H 3.729 -13.673 -0.904
H -2.802 -20.905 2.871
H 2.683 -16.967 8.615
H -1.642 -19.953 1.508
C -1.341 -19.922 2.555
C 1.246 -19.820 6.594
C 0.315 -19.447 7.799
H 6.316 -22.286 4.086
H 3.608 -12.197 -0.032
H 9.349 -17.552 1.522
C 3.531 -13.833 1.136
O 2.765 -17.197 2.821
C 1.490 -13.487 4.992
H 2.927 -12.691 3.804
O 5.656 -19.964 5.947
```

Output
Gap between HOMO and LUMO: 8.1 eV
ΔE to the lowest compared entry with this formula, charge and spin: 4.8929 eV
E_tot: -55577.154 eV
Largest force on an atom: 10.161 eV/A
SMILES string: NC(N)=O.NC(N)=O.NC(N)=O.NC(N)=O.NC(N)=O.NC(N)=O.OCCO.OCCO.OCCO